98
Properties=species:S:1:pos:R:3:mulliken_charge:R:1 method="wB97M-V/def2-TZVPD" gap_ev=9.781 largest_force_ev_per_a=4.76 e_above_lowest_ev=0.000 homo_energy_ev=-9.5 total_charge=0
C -0.3197 1.3266 -0.6899 0.1536
O -1.1504 2.1662 -0.8043 -0.6580
N 0.8877 1.2995 -1.4266 -0.0669
N -0.2854 0.4344 0.3684 0.7355
H 1.2232 0.4191 -1.7877 -0.0195
H 0.7948 2.0419 -2.1207 0.4189
H -0.9790 0.4514 1.1074 -0.0482
H 0.5540 -0.1690 0.4649 -0.4722
C 2.8489 0.2649 -4.9910 -1.4624
C 3.4059 -0.5848 -3.8836 0.5360
C 4.4913 0.1876 -3.1767 -1.4696
O 2.3395 -1.0351 -3.0269 -0.4101
H 2.5173 1.2299 -4.8099 0.3795
H 1.9146 -0.2492 -5.3492 0.2030
H 3.6187 0.3341 -5.7393 0.4775
H 3.7518 -1.5013 -4.4290 0.2966
H 5.2763 0.3833 -3.9147 0.4503
H 4.9808 -0.4446 -2.4410 0.4104
H 4.1718 1.0815 -2.6875 0.3205
H 2.6865 -1.5591 -2.2944 0.0109
C 3.1515 0.5545 1.3165 -0.5535
C 3.3614 -0.9126 1.6149 0.7694
C 3.6557 -1.2086 3.0779 -1.4112
O 2.2332 -1.6664 1.1079 -0.3301
H 4.1274 1.0558 1.4146 0.5610
H 2.4517 1.1033 1.9488 -0.3228
H 2.8436 0.5279 0.2813 0.0767
H 4.2044 -1.2526 1.0427 0.1564
H 3.6754 -2.2756 3.2186 0.3542
H 2.7671 -0.8146 3.5859 0.1331
H 4.5355 -0.7085 3.5047 0.3933
H 1.5761 -1.8742 1.8268 0.2949
C 2.3184 2.5035 4.9684 -1.6366
C 1.0903 2.5931 4.0909 0.7377
C 0.0626 1.4656 4.3180 -0.5907
O 0.4393 3.8528 4.3384 -0.6237
H 3.0273 1.7429 4.7651 0.2866
H 2.0425 2.3102 5.9565 0.4362
H 2.8926 3.4218 4.9682 0.3960
H 1.4072 2.5661 3.0163 0.1054
H -0.2974 1.5983 5.2957 0.4406
H 0.3859 0.4549 4.1759 0.1023
H -0.6934 1.5977 3.5251 -0.0069
H 0.0056 4.2163 3.5680 0.3137
C -2.3233 -2.0782 -1.7088 -1.0174
C -0.8329 -2.3975 -1.8223 1.8617
C -0.6619 -3.9197 -1.7363 -1.3797
O -0.3754 -1.8298 -3.0935 -0.4625
H -2.5031 -1.0433 -1.9352 -0.1113
H -2.7011 -2.3433 -0.6790 0.2751
H -2.8722 -2.6471 -2.4898 0.3993
H -0.3201 -1.8963 -0.9722 -0.6618
H -1.1016 -4.3795 -2.6517 0.3606
H -1.1161 -4.3734 -0.8367 0.3636
H 0.3872 -4.2537 -1.6882 0.2126
H 0.6077 -1.6823 -3.0980 0.2455
C -3.7782 -1.6354 3.6338 -1.5290
C -2.6173 -1.1315 4.4545 1.9032
C -3.0923 -0.6052 5.7542 -1.7267
O -1.6083 -2.1217 4.7132 -0.5782
H -4.1225 -2.6017 3.9920 0.4258
H -3.4009 -1.9107 2.6674 0.3298
H -4.5896 -0.9082 3.4968 0.3388
H -2.1384 -0.3385 3.9546 -0.6564
H -2.2691 -0.3782 6.4065 0.4240
H -3.7344 -1.2354 6.2908 0.4463
H -3.6855 0.3425 5.5571 0.3082
H -1.9585 -2.9859 4.9033 0.2627
C -2.6248 1.9131 -5.2324 -1.4397
C -2.0169 0.5373 -4.9986 0.9134
C -1.2691 -0.0904 -6.1710 -1.4652
O -1.1491 0.7461 -3.8408 0.2009
H -3.1635 2.2605 -4.3612 0.3369
H -3.4113 1.9385 -6.0173 0.3962
H -1.8610 2.6681 -5.4573 0.2968
H -2.8461 -0.1962 -4.7585 0.1865
H -1.9998 -0.2076 -6.9759 0.4167
H -0.8419 -1.0444 -5.8778 0.3001
H -0.4200 0.4615 -6.5827 0.2714
H -0.8712 -0.1537 -3.5474 -0.0624
O 2.6836 -3.3685 -0.9293 -0.6355
H 2.6829 -4.3267 -0.9782 0.2367
H 2.5802 -3.1060 0.0047 0.3487
O -1.8657 4.1990 1.9953 -0.6266
H -1.7274 3.7634 1.1327 0.3280
H -2.7047 4.7159 1.9973 0.2778
O -4.0243 1.1911 2.0541 -0.5250
H -4.4507 0.8855 1.2121 0.3310
H -3.9942 2.1328 2.0086 0.2313
O 0.5959 -2.3639 3.0207 -0.5774
H -0.1997 -2.0283 3.4711 0.2405
H 0.9860 -2.8442 3.7557 0.2679
O 0.5302 3.4172 -3.4199 -0.7476
H -0.0971 2.7792 -3.8450 0.3337
H -0.0506 4.0896 -3.0488 0.2798
O -4.2161 1.3102 -0.8787 -0.7054
H -4.1401 0.4975 -1.3655 0.3340
H -3.2984 1.6482 -0.7742 0.3542

59
Properties=species:S:1:pos:R:3:mulliken_charge:R:1 method="wB97M-V/def2-TZVPD" gap_ev="9.140 / 9.132" multiplicity=3 largest_force_ev_per_a=0.83 e_above_lowest_ev=0.315 homo_energy_ev="-9.3 / -9.3" total_charge=0
Ni -0.1580 -0.1715 -0.0163 0.7041
C 2.0141 1.9687 0.1691 -1.4817
N 0.5743 1.9354 0.4420 0.1268
C -0.2286 2.9257 -0.2889 -1.1363
C -1.1039 2.2565 -1.3053 0.0879
N -1.2094 0.9656 -1.4084 0.8605
C -2.1478 0.7189 -2.4073 -0.0471
C -2.6332 -0.4842 -2.9131 -0.4957
C -3.5703 -0.4109 -3.9234 -0.8692
C -4.0185 0.8230 -4.4211 -0.4115
C -3.5404 2.0215 -3.9263 -1.1708
C -2.5955 1.9384 -2.9113 0.8942
N -1.9034 2.9059 -2.1878 -0.0219
C 2.3074 1.0627 -0.9864 0.2358
N 1.4563 0.1538 -1.3579 0.7578
C 2.0604 -0.5452 -2.4018 0.0478
C 1.6041 -1.6332 -3.1402 -0.4603
C 2.4301 -2.1112 -4.1361 -0.7773
C 3.6826 -1.5288 -4.3930 -0.4598
C 4.1520 -0.4617 -3.6526 -1.1270
C 3.3141 0.0104 -2.6499 0.7719
N 3.4410 1.0464 -1.7290 -0.0967
H 2.5332 1.5839 1.0493 0.4714
H 2.3775 2.9820 -0.0246 0.4986
H 0.4259 2.0741 1.4334 0.1176
H 0.4045 3.6797 -0.7656 0.4004
H -0.8780 3.4376 0.4207 0.5138
H -2.2959 -1.4279 -2.5038 0.4364
H -3.9754 -1.3236 -4.3409 0.4277
H -4.7599 0.8366 -5.2092 0.3892
H -3.8902 2.9716 -4.3088 0.4112
H -2.0186 3.9010 -2.2607 0.2154
H 0.6528 -2.0942 -2.9049 0.3877
H 2.1171 -2.9641 -4.7243 0.4260
H 4.2982 -1.9301 -5.1873 0.3885
H 5.1270 -0.0295 -3.8398 0.4164
H 4.2559 1.6144 -1.5802 0.2238
F -1.9615 -4.3919 -0.5038 -0.2191
C -2.7158 -3.8737 0.4743 0.4730
F -2.9217 -4.7955 1.3995 -0.1959
F -3.8867 -3.5027 -0.0431 -0.2056
S -1.8638 -2.4082 1.1805 1.0402
O -1.6917 -1.6008 -0.0481 -0.4923
O -2.7504 -1.9088 2.1795 -0.6622
N -0.5767 -3.1203 1.7464 -0.4088
S 0.8460 -3.0818 1.0737 1.0284
O 0.9346 -2.1293 -0.0362 -0.5904
O 1.3428 -4.3979 0.8409 -0.6236
C 2.0371 -2.4081 2.3454 0.6252
F 1.6150 -2.6345 3.5698 -0.2131
F 2.2736 -1.1047 2.1753 -0.1879
F 3.1956 -3.0421 2.1474 -0.2406
Cl -2.8019 1.3865 1.5719 -0.1249
C -1.8571 1.2756 3.0695 0.3376
Cl -1.0067 2.8407 3.3606 -0.1931
C -0.7870 0.1660 3.1137 -0.0765
O -0.4996 -0.1969 4.2329 -0.6449
O -0.2544 -0.2093 2.0135 -0.5361
H -2.5452 1.1254 3.8882 0.4552